Record 1
10
Properties=species:S:1:pos:R:3:forces:R:3 method="wB97M-V/def2-TZVPD" total_energy_ha=-377.12283 total_charge=+1 spin_multiplicity=5 de_lowest_kcal_mol=52.8
Rh -2.303 1.322 0.038 -0.422 0.178 -0.676
O -0.063 1.660 -0.877 4.141 -0.325 0.305
O 0.165 -0.105 0.293 1.978 1.668 -0.876
C 0.955 -1.033 1.022 1.047 -1.093 0.888
C -1.592 1.031 -1.756 -0.804 -0.453 1.711
C 0.817 0.978 -0.260 -6.217 -0.712 -0.807
H 0.399 -1.975 1.071 0.027 0.389 0.014
H 1.146 -0.637 2.027 -0.095 -0.214 -0.259
H 1.908 -1.223 0.513 -0.302 0.118 0.112
H -1.433 -0.017 -2.071 0.648 0.444 -0.412

***

Record 2
10
Properties=species:S:1:pos:R:3:forces:R:3 method="wB97M-V/def2-TZVPD" total_energy_ha=-665.35777 total_charge=-2 smiles="O=C([O-])CC[S-]" de_lowest_kcal_mol=5.0
S -2.000 -1.361 -1.288 0.180 0.236 0.502
O 2.410 0.017 0.153 0.107 -0.712 -0.080
O 1.250 1.462 1.407 -0.174 -0.672 -0.095
C 0.086 0.392 -0.369 -0.606 -1.235 -1.206
C -0.942 -0.670 0.105 -0.521 0.272 -0.183
C 1.348 0.581 0.488 0.022 1.898 0.247
H -0.413 -1.497 0.567 0.206 -0.210 0.028
H -0.428 1.341 -0.548 0.052 0.052 0.336
H -1.625 -0.271 0.873 0.280 0.017 -0.180
H 0.315 0.005 -1.389 0.454 0.353 0.632

***

Record 3
10
Properties=species:S:1:pos:R:3:forces:R:3 method="wB97M-V/def2-TZVPD" total_energy_ha=-665.25540 total_charge=0 smiles="C=CC=S(=O)=O" de_lowest_kcal_mol=81.7
S 2.730 -0.029 -0.158 0.747 2.753 1.933
O 2.692 -1.454 -0.075 -0.221 -0.516 -0.310
O 3.973 0.711 0.122 -1.608 -1.156 -0.906
C 1.351 0.855 0.145 0.549 0.864 -1.431
C -0.479 -0.996 0.069 5.644 2.737 0.009
C -0.032 0.314 0.074 0.089 -2.244 -0.179
H 0.405 -1.673 0.027 -1.422 -0.267 0.204
H -1.458 -1.289 0.113 -2.173 -0.578 -0.091
H 1.581 2.008 -0.044 -0.641 -2.782 0.603
H -0.752 1.068 -0.028 -0.963 1.190 0.169

***

Record 4
10
Properties=species:S:1:pos:R:3:forces:R:3 method="wB97M-V/def2-TZVPD" total_energy_ha=-665.31792 total_charge=0 smiles="CC(=O)C(O)=S" de_lowest_kcal_mol=42.5
S -1.633 0.685 -0.723 3.029 -1.115 0.722
O 0.631 1.237 1.408 1.433 -2.769 -0.954
O 0.157 -1.278 -1.053 1.386 2.166 2.682
C -0.153 -0.091 -0.369 -3.357 -0.663 -1.925
C 0.806 0.181 0.791 -2.452 1.393 -0.082
C 1.713 -0.977 0.913 3.068 0.115 1.529
H 1.379 -2.032 1.041 -0.733 1.045 1.439
H -0.410 -1.329 -1.782 -1.740 -0.143 -1.805
H 2.019 -1.309 -0.065 0.826 1.088 -0.873
H 2.627 -0.639 1.530 -1.458 -1.118 -0.733

***

Record 5
10
Properties=species:S:1:pos:R:3:forces:R:3 method="wB97M-V/def2-TZVPD" total_energy_ha=-665.30600 total_charge=0 smiles="O=C(O)[C@H]1CS1" de_lowest_kcal_mol=50.0
S -1.799 0.656 -0.342 1.084 -0.186 1.704
O 1.450 1.574 0.299 -0.886 -2.072 -1.261
O 2.054 -0.673 -0.397 0.233 1.061 1.166
C -1.139 -0.772 0.674 0.757 -0.672 -4.269
C -0.181 -0.162 -0.433 -1.742 -1.634 -2.199
C 1.217 0.124 -0.121 0.270 4.273 -0.069
H -1.527 -1.762 0.226 0.433 1.598 1.718
H -0.048 -0.529 -1.553 -0.843 -0.324 2.659
H 0.691 2.176 -0.028 1.408 -1.933 0.813
H -0.719 -0.631 1.674 -0.714 -0.110 -0.261

***

Record 6
10
Properties=species:S:1:pos:R:3:forces:R:3 method="wB97M-V/def2-TZVPD" total_energy_ha=-665.26718 total_charge=0 de_lowest_kcal_mol=74.3
S 1.803 -2.217 -0.950 -0.416 -0.975 -0.387
O -0.045 0.934 -0.552 0.734 -1.186 -0.563
O 1.930 -2.300 -2.430 -0.625 0.533 1.364
C 0.317 -2.234 -0.272 2.177 0.675 -1.511
C -0.400 1.614 0.303 -0.141 0.287 -0.883
C -0.929 2.481 1.073 -2.403 3.247 2.994
H 0.415 -2.283 0.790 -0.362 0.119 0.547
H -0.558 3.096 1.936 0.412 -1.302 -1.146
H -2.009 2.810 0.944 1.378 -0.995 -0.408
H -0.523 -1.900 -0.841 -0.753 -0.404 -0.007

***

Record 7
10
Properties=species:S:1:pos:R:3:forces:R:3 method="wB97M-V/def2-TZVPD" total_energy_ha=-665.13418 total_charge=0 de_lowest_kcal_mol=157.8
S 1.927 -0.353 0.083 0.922 4.355 -1.460
O 2.407 -1.673 -0.151 1.113 -1.061 -0.070
O 3.154 1.324 -0.116 -3.242 -4.366 0.776
C 0.630 -0.252 1.298 0.372 1.041 1.637
C -0.306 0.133 0.413 -1.005 0.549 0.149
C 0.398 0.039 -0.876 0.805 2.462 -0.669
H 0.058 -0.634 -1.657 0.217 -0.140 0.057
H -1.299 0.705 0.327 1.302 -1.396 1.274
H 0.439 1.132 -1.186 0.354 -1.397 -0.529
H 0.863 -0.221 2.392 -0.836 -0.049 -1.166

***

Record 8
11
Properties=species:S:1:pos:R:3:forces:R:3 method="wB97M-V/def2-TZVPD" total_energy_ha=-1063.52478 total_charge=0 smiles="O=C1SCOCS1" de_lowest_kcal_mol=24.7
S 1.410 1.334 0.031 -0.473 0.090 -0.260
S 0.701 -1.766 -0.012 -0.369 1.277 0.363
O -1.014 0.181 -0.672 -0.680 1.471 -0.897
O 3.003 -0.652 -0.365 -1.567 0.718 0.990
C -0.462 1.267 -0.039 0.768 2.416 -0.993
C -1.038 -0.948 0.061 1.895 -2.333 0.051
C 1.858 -0.338 -0.066 1.346 -2.103 -1.319
H -0.732 1.268 0.985 -0.697 0.344 1.001
H -1.380 -0.965 1.082 0.030 1.010 0.598
H -1.639 -1.681 -0.428 -0.428 -0.390 -0.647
H -0.708 2.300 -0.578 0.175 -2.499 1.112

***

Record 9
11
Properties=species:S:1:pos:R:3:forces:R:3 method="wB97M-V/def2-TZVPD" total_energy_ha=-1063.32490 total_charge=0 spin_multiplicity=3 de_lowest_kcal_mol=55.1
S -1.576 0.451 -0.634 -2.971 -0.474 -2.430
S 0.036 -0.510 1.798 1.146 0.921 -2.496
O 2.063 -1.726 0.158 -0.293 -0.165 0.648
O 0.415 0.861 2.279 0.035 -1.281 0.140
C -0.222 -0.268 -0.184 2.358 -2.519 3.843
C 1.689 -1.640 1.280 0.167 0.764 0.491
C -1.677 1.917 0.126 -0.064 1.935 2.502
H -1.506 2.130 1.215 0.197 -0.464 -1.334
H -0.232 -1.296 -0.522 0.495 -0.044 -0.648
H -2.523 2.389 -0.306 -0.487 1.005 -0.243
H 2.252 -2.090 2.154 -0.583 0.322 -0.473

***

Record 10
10
Properties=species:S:1:pos:R:3:forces:R:3 method="wB97M-V/def2-TZVPD" total_energy_ha=-924.97955 total_charge=0 spin_multiplicity=7 de_lowest_kcal_mol=27.7
Sm 1.023 -0.720 -3.532 0.070 -0.040 0.113
O -3.990 1.376 1.176 0.605 0.618 -0.396
O 1.612 -1.375 -0.576 0.138 -0.602 -0.863
C 0.277 0.342 0.338 0.543 -0.018 0.222
C 1.342 -0.459 0.399 -0.889 0.962 0.787
C -3.264 2.108 0.708 -0.599 -0.625 0.395
H -0.455 0.252 -0.466 0.230 0.112 0.254
H 1.232 -2.233 -0.359 0.058 -0.095 0.064
H 0.163 1.128 1.092 -0.095 -0.388 -0.302
H 2.061 -0.421 1.220 -0.061 0.074 -0.276

***

Record 11
10
Properties=species:S:1:pos:R:3:forces:R:3 method="wB97M-V/def2-TZVPD" total_energy_ha=-1091.45223 total_charge=0 spin_multiplicity=8
Tb 0.474 2.208 0.018 -0.720 -0.524 -0.090
O -0.888 0.359 -0.128 1.623 1.261 -0.488
O -3.026 0.998 -0.074 1.626 -0.658 0.271
C 1.480 0.043 0.018 0.517 0.063 0.065
C 0.142 -0.672 -0.039 -0.342 -0.503 -0.150
C -2.298 0.064 0.228 -2.614 -0.070 0.336
H 2.109 -0.182 -0.857 -0.077 -0.002 0.241
H 0.014 -1.302 -0.935 0.153 0.146 0.320
H 2.046 -0.212 0.927 -0.056 -0.046 -0.250
H -0.053 -1.303 0.843 -0.110 0.332 -0.255

***

Record 12
10
Properties=species:S:1:pos:R:3:forces:R:3 method="wB97M-V/def2-TZVPD" total_energy_ha=-342.38819 total_charge=0 smiles="O=CC(O)C=O" de_lowest_kcal_mol=42.5
O -0.374 -0.741 -1.353 0.213 0.033 -0.097
O 0.414 -1.581 1.759 0.105 0.407 -0.398
O 0.514 1.926 0.430 -0.423 -0.287 -0.177
C -0.360 1.286 -0.103 0.297 0.248 0.178
C -0.451 -0.232 -0.031 -0.108 0.003 0.201
C 0.643 -0.832 0.844 -0.030 -0.289 0.303
H -1.126 1.762 -0.747 0.073 -0.027 0.054
H 1.681 -0.559 0.561 -0.085 -0.081 0.010
H -1.421 -0.543 0.368 0.088 0.072 -0.040
H 0.481 -0.486 -1.729 -0.130 -0.079 -0.034